Molecular formula: C5H10N2
Method: DFT, ωB97M-V with the def2-TZVPD basis set

Total energy = -8323.6835 eV
Multiplicity = 1

Last column: Mulliken charge in e.
Element x y z (Å)
N: -2.05 -0.10 0.00  -0.760
C: -0.65 -0.17 0.06  0.343
C: -0.09 1.28 0.11  -0.594
C: 1.31 0.90 0.00  -0.881
N: 1.28 -0.60 -0.14  -0.538
C: 0.18 -0.73 -1.01  -0.359
C: 0.31 -0.92 1.04  -0.367
H: -2.24 0.30 -0.86  0.277
H: -2.63 0.56 0.64  0.282
H: -0.55 1.91 -0.79  0.302
H: -0.57 1.78 0.96  0.430
H: 1.90 1.27 -0.87  0.333
H: 1.82 1.01 0.89  0.440
H: 0.04 -1.87 -1.39  0.251
H: 0.43 0.09 -1.73  0.303
H: 0.57 -0.28 1.97  0.231
H: 0.22 -2.05 1.00  0.307

Molecular formula: F24InNO3P4
Method: DFT, ωB97M-V with the def2-TZVPD basis set

Total energy = -115197.8013 eV
Charge = -2
Multiplicity = 1

Last column: Mulliken charge in e.
Element x y z (Å)
In: 0.06 0.27 -0.78  1.901
N: -2.80 2.12 -1.71  1.346
O: -2.74 0.92 -1.94  -0.547
O: -3.76 2.71 -1.53  -0.547
O: -1.75 2.55 -1.36  -0.410
P: 2.26 3.23 -0.72  1.185
F: 3.29 3.97 -1.71  -0.347
F: 1.50 4.63 -0.39  -0.409
F: 1.17 3.02 -1.96  -0.367
F: 1.31 2.47 0.32  -0.311
F: 2.80 1.74 -1.09  -0.331
F: 3.31 3.28 0.52  -0.394
P: 3.05 -1.99 0.27  1.134
F: 3.92 -3.02 -0.66  -0.374
F: 1.57 -2.56 -0.21  -0.327
F: 2.91 -2.90 1.63  -0.359
F: 2.23 -0.80 0.98  -0.321
F: 4.45 -1.21 0.43  -0.375
F: 2.83 -1.13 -1.06  -0.321
P: -1.34 0.51 2.72  1.205
F: -0.33 1.67 2.14  -0.306
F: -2.61 1.48 3.02  -0.388
F: -1.95 0.32 1.19  -0.349
F: -2.22 -0.80 3.26  -0.398
F: -0.18 -0.61 2.21  -0.315
F: -0.79 0.81 4.20  -0.349
P: -2.32 -2.96 -1.09  1.311
F: -3.08 -3.76 0.06  -0.367
F: -3.11 -3.73 -2.34  -0.378
F: -3.53 -1.91 -1.00  -0.341
F: -1.58 -2.06 -2.19  -0.395
F: -1.44 -2.10 0.06  -0.376
F: -1.16 -4.15 -1.27  -0.380

Molecular formula: C4H32N2O10S
Method: DFT, ωB97M-V with the def2-TZVPD basis set

Total energy = -38957.4206 eV
Multiplicity = 1

Last column: Mulliken charge in e.
Element x y z (Å)
C: 3.09 -0.97 -1.03  -1.155
N: 2.31 0.16 -0.62  -0.552
C: 1.97 0.33 0.78  1.427
C: 0.99 -0.74 1.21  -0.931
N: 0.23 -0.45 2.42  -0.571
C: 3.28 0.43 1.53  -1.094
S: 3.19 1.31 3.09  -0.229
H: 2.81 -1.94 -0.60  0.360
H: 4.13 -0.90 -0.68  0.350
H: 3.19 -1.13 -2.08  0.404
H: 1.46 0.08 -1.11  0.340
H: 1.45 1.29 0.84  -0.337
H: 0.40 -1.03 0.39  0.354
H: 1.55 -1.63 1.50  0.282
H: -0.33 0.38 2.27  0.194
H: 0.87 -0.19 3.13  0.320
H: 4.02 0.78 0.84  0.431
H: 3.55 -0.60 1.72  0.397
H: 2.84 2.58 2.83  0.114
O: -4.20 2.44 -1.93  -0.665
H: -3.55 1.81 -1.58  0.360
H: -4.64 2.10 -2.73  0.307
O: -0.85 2.63 3.01  -0.633
H: -0.19 3.06 2.37  0.396
H: -1.57 3.29 3.21  0.279
O: 0.19 -0.60 -2.50  -0.611
H: -0.42 -0.03 -3.00  0.246
H: -0.11 -1.52 -2.70  0.313
O: 0.55 3.94 0.95  -0.642
H: 1.18 3.80 0.26  0.360
H: -0.17 4.47 0.54  0.277
O: -1.32 -2.99 -2.79  -0.707
H: -1.38 -2.88 -3.78  0.342
H: -1.88 -2.35 -2.41  0.399
O: 1.67 3.12 -1.21  -0.706
H: 2.44 3.52 -1.77  0.313
H: 1.89 2.20 -1.33  0.303
O: -2.77 -2.91 1.16  -0.585
H: -3.18 -3.32 1.93  0.268
H: -1.92 -2.60 1.52  0.313
O: -2.37 -5.56 -0.73  -0.622
H: -2.27 -4.61 -0.94  0.304
H: -1.46 -5.74 -0.92  0.303
O: -2.69 -1.05 -1.08  -0.579
H: -3.27 -1.52 -0.49  0.302
H: -1.97 -0.79 -0.52  0.244
O: -2.20 1.23 0.06  -0.512
H: -2.61 0.97 0.87  0.288
H: -1.95 2.12 0.10  0.239

For the records above, the corresponding ΔE to the lowest compared entry with this formula, charge and spin values read 84.2, 88.9, 3.8 kcal per mole.
For the records above, the corresponding HOMO values read -8.74, -6.61, -8.50 eV.